Entry 1:
# C42H43AlClNOP2

A structure of composition C42H43AlClNOP2 at a distorted geometry (ωB97M-V/def2-TZVPD, the OMol25 dataset).

Output
Kohn-Sham gap = 8.624 eV
Charge = +2
HOMO energy = -13.92 eV

Last column: Mulliken charge in e.
Element x y z (Å)
Al  -0.96390  -0.00151  0.22827  1.415
Cl  -2.96635  0.16886  0.75385  -0.356
P  -1.12830  0.07105  -2.40135  1.841
P  -0.07185  -1.61512  1.95455  1.802
C  -0.78979  1.83174  -2.84805  -0.120
C  -2.88543  -0.08274  -2.94289  -0.400
C  -0.25753  -0.88659  -3.71699  0.217
C  1.42680  -2.68045  2.05435  0.526
C  0.15241  -0.43987  3.35404  -0.035
C  -1.38059  -2.72204  2.62924  0.344
C  0.12700  2.23278  -3.83400  -0.479
C  0.42235  3.59048  -3.99946  -0.722
C  -0.19841  4.56501  -3.20869  -0.602
C  -1.14991  4.16149  -2.26467  -0.682
C  -1.45210  2.81170  -2.09154  -0.140
H  0.59332  1.47799  -4.47297  0.479
H  1.13118  3.89651  -4.76835  0.456
H  0.01965  5.62824  -3.35795  0.428
H  -1.67829  4.90248  -1.66259  0.464
H  -2.20532  2.51565  -1.34852  0.453
C  1.14194  -1.02090  -3.62969  0.113
C  1.83183  -1.75867  -4.59204  -0.772
C  1.17293  -2.36243  -5.66439  -0.675
C  -0.21135  -2.21673  -5.76255  -0.680
C  -0.91844  -1.47958  -4.81110  -0.618
H  1.68874  -0.52753  -2.82194  0.263
H  2.91445  -1.81368  -4.53092  0.424
H  1.73061  -2.90946  -6.43200  0.387
H  -0.73710  -2.66460  -6.60362  0.432
H  -1.99789  -1.37559  -4.92572  0.398
C  -3.51718  0.81781  -3.81672  -0.076
C  -4.88815  0.69941  -4.08247  -0.682
C  -5.65286  -0.31379  -3.48714  -0.615
C  -5.00779  -1.22799  -2.64662  -0.643
C  -3.64639  -1.12597  -2.38058  -0.209
H  -2.93588  1.61890  -4.28089  0.451
H  -5.36182  1.39663  -4.77445  0.430
H  -6.71976  -0.42585  -3.72653  0.405
H  -5.56220  -2.05707  -2.20745  0.427
H  -3.17672  -1.85872  -1.71351  0.364
C  -0.96536  0.05548  4.04043  -0.441
C  -0.80393  1.06094  4.98984  -0.866
C  0.44326  1.63043  5.23686  -0.459
C  1.56300  1.14688  4.53200  -0.795
C  1.42587  0.10337  3.60675  -0.182
H  -1.96813  -0.32767  3.82631  0.485
H  -1.66425  1.37999  5.56422  0.469
H  0.58523  2.36898  6.03696  0.458
H  2.56067  1.55274  4.74979  0.448
H  2.29767  -0.28356  3.06258  0.465
C  2.46324  -2.49756  1.11742  0.123
C  3.64446  -3.23093  1.22080  -0.788
C  3.81002  -4.16687  2.24004  -0.597
C  2.77181  -4.38157  3.13972  -0.792
C  1.59039  -3.65766  3.04906  -0.564
H  2.36277  -1.75970  0.32256  0.144
H  4.45543  -3.03619  0.51990  0.423
H  4.74784  -4.71929  2.33192  0.400
H  2.89068  -5.10657  3.93808  0.438
H  0.81618  -3.88280  3.77619  0.379
C  -1.45336  -3.06318  3.99471  -0.551
C  -2.48710  -3.88267  4.46308  -0.785
C  -3.48111  -4.34395  3.59594  -0.620
C  -3.39344  -4.02105  2.24225  -0.672
C  -2.35411  -3.23610  1.75782  -0.489
H  -0.71786  -2.67928  4.71001  0.463
H  -2.50325  -4.17115  5.51500  0.425
H  -4.27786  -4.99611  3.96468  0.410
H  -4.14301  -4.40123  1.55401  0.441
H  -2.32975  -3.00563  0.69480  0.266
H  0.90101  -1.45980  -0.93104  -1.277
H  0.41439  -1.96031  -1.04959  1.132
O  0.03880  1.47415  0.40194  -1.084
C  1.07808  2.23654  0.35760  0.989
C  0.89552  3.62448  0.75566  -0.633
C  1.70054  3.97223  2.01654  -0.255
C  3.16522  4.23274  1.72925  -0.819
C  3.92759  3.04117  1.19801  -0.645
C  3.45740  2.55854  -0.19091  -0.658
N  2.24286  1.74602  -0.03522  0.267
H  1.23003  4.19316  -0.13781  0.466
H  -0.17305  3.78633  0.94602  0.312
H  1.28520  4.89010  2.44058  0.505
H  1.59878  3.17148  2.75537  -0.120
H  3.24976  5.02428  0.98221  0.318
H  3.63170  4.57449  2.65492  0.412
H  4.98130  3.32012  1.05210  0.417
H  3.92229  2.22587  1.93943  0.272
H  3.29677  3.42240  -0.87563  0.270
H  4.22576  1.86423  -0.54809  0.482
H  2.15215  0.79387  -0.42109  -0.002


Entry 2:
# C42H44AsClMnN10O2Si2

A structure of composition C42H44AsClMnN10O2Si2 at a distorted geometry (ωB97M-V/def2-TZVPD, the OMol25 dataset).

Output
Kohn-Sham gap (spin up / spin down) = 6.042 / 5.366 eV
Multiplicity = 4
Charge = +2
HOMO energy (spin up / spin down) = -12.25 / -12.25 eV

Last column: Mulliken spin population.
Element x y z (Å)
Mn  0.69364  -0.40124  -0.71934  2.166
Cl  4.91714  0.01386  5.03566  0.002
C  3.69134  -0.06794  3.83496  0.015
C  2.33844  -0.02424  4.21456  -0.012
C  1.35084  -0.13034  3.27376  0.035
C  1.66904  -0.25354  1.89996  -0.043
O  0.73084  -0.38494  1.03196  0.018
C  3.05164  -0.25204  1.50296  0.018
C  3.44314  -0.30484  0.13526  -0.018
N  2.61914  -0.31644  -0.88284  0.035
C  3.07464  -0.26944  -2.20434  0.014
C  4.38284  -0.22154  -2.64954  -0.028
C  4.66904  -0.15034  -4.01824  0.002
C  3.67024  -0.10944  -4.95204  0.007
C  2.32204  -0.11944  -4.54414  0.005
C  1.24534  -0.00784  -5.44704  0.009
C  -0.03186  0.04636  -4.94904  -0.006
C  -0.24146  -0.06884  -3.56974  0.025
N  0.73994  -0.21894  -2.69034  -0.055
C  2.02474  -0.21354  -3.16394  -0.029
C  4.03384  -0.17574  2.50556  -0.006
H  2.08704  0.08426  5.25586  0.000
H  0.30604  -0.12684  3.55616  0.002
H  4.51484  -0.29044  -0.05124  -0.005
H  5.20824  -0.23324  -1.95644  0.004
H  5.70094  -0.11504  -4.32454  0.000
H  3.89784  -0.04884  -6.00364  0.000
H  1.44474  0.05376  -6.50634  0.000
H  -0.88306  0.15756  -5.60154  0.000
H  -1.25316  -0.06394  -3.17594  -0.001
H  5.07334  -0.19734  2.22286  -0.001
C  -5.01966  -0.10864  -0.35194  0.000
N  -3.63966  -0.53754  -0.35474  0.001
C  -2.55906  0.08776  -0.82734  0.005
N  -1.47176  -0.63164  -0.55834  -0.039
C  -1.97376  -1.70444  0.11396  0.053
N  -3.26936  -1.66474  0.24276  0.000
C  -5.35536  0.50306  0.99176  0.000
C  -6.28876  -0.06484  1.84766  0.000
C  -6.55036  0.52116  3.07846  0.000
C  -5.87716  1.66066  3.47326  0.000
C  -4.93586  2.23186  2.61796  0.000
C  -4.68646  1.65246  1.37806  0.000
C  -4.18256  3.39636  3.01946  0.000
N  -4.31866  4.10136  4.10226  0.000
N  -3.37526  5.03696  4.09746  0.000
C  -2.67726  4.88966  3.01136  0.000
O  -3.14556  3.85156  2.26946  0.000
C  -1.51306  5.63176  2.58906  0.000
C  -0.91596  6.57716  3.42226  0.000
C  0.22194  7.23376  2.99286  0.000
C  0.77754  6.95396  1.75156  0.000
C  0.18114  6.01946  0.91576  0.000
C  0.74674  5.65926  -0.44124  0.000
N  1.08494  4.25586  -0.45984  0.000
C  0.36154  3.19956  -0.84414  -0.001
N  1.01814  2.07536  -0.57964  -0.001
C  2.16484  2.53186  -0.00974  0.002
N  2.22404  3.83046  0.07406  0.000
C  -0.96276  5.36516  1.34026  0.000
H  -5.64716  -0.98114  -0.54564  0.000
H  -5.15166  0.62876  -1.14864  0.000
H  -2.58286  1.02846  -1.34344  0.000
H  -1.36946  -2.50934  0.49466  -0.021
H  -6.82056  -0.95614  1.55376  0.000
H  -7.28096  0.07676  3.73416  0.000
H  -6.05846  2.12086  4.42986  0.000
H  -3.97006  2.11616  0.71496  0.000
H  -1.35356  6.77866  4.38566  0.000
H  0.69024  7.96666  3.63056  0.000
H  1.66814  7.47316  1.43286  0.000
H  1.65074  6.23476  -0.64964  0.000
H  0.00624  5.84666  -1.22234  0.000
H  -0.60246  3.27386  -1.30674  0.000
H  2.96144  1.91826  0.35156  -0.001
H  -1.44686  4.64216  0.70016  0.000
C  -1.07786  -3.29794  -3.72904  0.009
Si  0.06594  -4.29644  -2.56264  -0.014
C  -0.96306  -5.65004  -1.68094  0.017
C  1.59944  -4.93814  -3.50904  0.015
As  1.02574  -2.76974  -0.90094  0.809
Si  1.62214  -4.25044  0.97276  -0.025
C  2.77604  -3.39984  2.23606  0.000
C  2.63264  -5.63734  0.12366  0.004
C  0.03534  -4.85294  1.86266  0.028
H  -1.57696  -3.95104  -4.43784  0.001
H  -0.51906  -2.56824  -4.30784  0.000
H  -1.85236  -2.77464  -3.17324  -0.003
H  -1.42506  -6.31474  -2.40444  0.002
H  -1.76546  -5.21574  -1.08904  0.000
H  -0.35566  -6.26584  -1.02544  0.000
H  1.33444  -5.60334  -4.32354  0.000
H  2.27024  -5.48444  -2.85354  0.001
H  2.16104  -4.10994  -3.93544  -0.001
H  3.63074  -2.93254  1.75336  0.001
H  3.16624  -4.13664  2.93286  0.000
H  2.26604  -2.64334  2.82566  0.002
H  3.44234  -5.21524  -0.46764  0.003
H  2.03214  -6.26074  -0.52974  0.001
H  3.08114  -6.28734  0.86756  -0.001
H  -0.50796  -4.02994  2.32056  -0.002
H  0.30294  -5.53914  2.66036  0.004
H  -0.64746  -5.37644  1.20136  -0.003